#P
An isolated molecule of C16H23N3O3S, computed with wB97M-V/def2-TZVPD.

Values from the calculation:
**Total charge**: 0
**E_HOMO**: -8.76 eV
**SMILES**: CCOc1cc(C)c(S(=O)(=O)NCCCn2ccnc2)cc1C

Cartesian coordinates (Å):
C 4.631 2.790 -0.399
C 3.654 2.636 0.762
O 2.303 2.715 0.349
C 1.718 1.671 -0.287
C 2.291 0.422 -0.476
C 1.612 -0.615 -1.119
C 2.313 -1.926 -1.299
C 0.330 -0.361 -1.572
S -0.778 -1.506 -2.385
O -0.265 -2.849 -2.437
O -1.219 -0.902 -3.608
N -2.105 -1.450 -1.337
C -2.189 -2.532 -0.373
C -1.129 -2.365 0.714
C -1.249 -1.027 1.455
N -2.540 -0.864 2.063
C -3.610 -0.207 1.526
C -4.636 -0.368 2.411
N -4.221 -1.109 3.472
C -2.971 -1.392 3.233
C -0.249 0.890 -1.402
C 0.414 1.917 -0.765
C -0.203 3.264 -0.564
H 4.459 3.738 -0.901
H 4.505 1.990 -1.124
H 5.651 2.770 -0.024
H 3.769 3.472 1.457
H 3.838 1.705 1.311
H 3.290 0.216 -0.125
H 1.646 -2.670 -1.720
H 2.701 -2.281 -0.345
H 3.159 -1.799 -1.973
H -2.939 -1.363 -1.899
H -3.187 -2.516 0.071
H -2.033 -3.501 -0.865
H -1.237 -3.187 1.425
H -0.142 -2.427 0.259
H -1.094 -0.207 0.750
H -0.481 -0.974 2.233
H -3.542 0.303 0.587
H -5.641 0.001 2.357
H -2.339 -1.965 3.882
H -1.241 1.039 -1.796
H 0.436 4.034 -0.992
H -0.298 3.477 0.500
H -1.183 3.311 -1.029

Here are the Löwdin charges for atoms 1 to 6, given in e: C -0.059; C -0.235; O -0.040; C -0.212; C 0.031; C -0.240

***

#Q
An isolated molecule of C16H23N3O3S, computed with wB97M-V/def2-TZVPD.

Values from the calculation:
**Total charge**: 0
**E_HOMO**: -7.71 eV
**SMILES**: CCCCC(=O)Nc1ccc(NC(=S)NC(=O)CC)cc1OC

Cartesian coordinates (Å):
C -5.853 -2.113 -0.277
C -5.521 -0.817 0.452
C -5.438 0.364 -0.519
C -4.970 1.668 0.138
C -3.482 1.982 0.059
O -3.079 3.126 0.039
N -2.677 0.887 0.037
C -1.287 0.816 -0.022
C -0.450 1.921 -0.085
C 0.920 1.757 -0.143
C 1.480 0.482 -0.138
N 2.870 0.409 -0.200
C 3.714 -0.626 -0.198
S 3.387 -2.243 -0.118
N 5.070 -0.298 -0.274
C 5.657 0.934 -0.330
O 5.027 1.973 -0.345
C 7.167 0.878 -0.346
C 7.700 0.522 1.044
C 0.650 -0.636 -0.075
C -0.721 -0.475 -0.017
O -1.616 -1.512 0.047
C -1.114 -2.828 0.057
H -5.941 -2.937 0.427
H -6.795 -2.019 -0.814
H -5.073 -2.357 -0.996
H -4.582 -0.946 0.995
H -6.296 -0.610 1.194
H -6.435 0.524 -0.937
H -4.783 0.113 -1.358
H -5.239 1.665 1.198
H -5.477 2.524 -0.311
H -3.111 -0.025 0.065
H -0.886 2.905 -0.088
H 1.562 2.624 -0.193
H 3.339 1.321 -0.253
H 5.667 -1.116 -0.269
H 7.503 0.140 -1.077
H 7.536 1.861 -0.640
H 8.787 0.509 1.031
H 7.348 -0.457 1.363
H 7.372 1.260 1.772
H 1.088 -1.617 -0.072
H -1.989 -3.475 0.115
H -0.473 -3.005 0.925
H -0.556 -3.051 -0.857

Here are the Löwdin charges for atoms 1 to 6, given in e: C -0.110; C -0.274; C -0.217; C -0.099; C -0.459; O 0.067

***

Which of the structures shown above is the most stable? The most stable is #Q.